# 1
{"formula": "C51H108F9N5O9", "method": "ωB97M-V with the def2-TZVPD basis set", "symbols": ["C", "C", "N", "C", "C", "C", "C", "H", "H", "H", "H", "H", "H", "H", "H", "H", "H", "H", "H", "H", "H", "H", "C", "C", "N", "C", "C", "C", "C", "H", "H", "H", "H", "H", "H", "H", "H", "H", "H", "H", "H", "H", "H", "H", "C", "C", "N", "C", "C", "C", "C", "H", "H", "H", "H", "H", "H", "H", "H", "H", "H", "H", "H", "H", "H", "H", "C", "C", "N", "C", "C", "C", "C", "H", "H", "H", "H", "H", "H", "H", "H", "H", "H", "H", "H", "H", "H", "H", "C", "C", "N", "C", "C", "C", "C", "H", "H", "H", "H", "H", "H", "H", "H", "H", "H", "H", "H", "H", "H", "H", "C", "C", "O", "C", "O", "C", "F", "F", "F", "H", "H", "H", "H", "H", "C", "C", "O", "C", "O", "C", "F", "F", "F", "H", "H", "H", "H", "H", "C", "C", "O", "C", "O", "C", "F", "F", "F", "H", "H", "H", "H", "H", "C", "C", "O", "C", "H", "H", "H", "H", "H", "H", "C", "C", "O", "C", "H", "H", "H", "H", "H", "H", "C", "C", "O", "C", "H", "H", "H", "H", "H", "H"], "coordinates": [[7.143343, -4.733354, -3.936940], [7.336482, -4.324199, -2.496062], [6.926916, -2.944306, -2.142261], [7.414263, -2.504655, -0.810450], [7.077604, -0.987641, -0.457398], [5.477199, -2.625424, -2.378259], [4.548689, -3.279594, -1.286233], [7.745996, -5.630042, -4.081329], [7.687303, -4.003812, -4.536923], [6.099069, -4.773722, -4.246737], [6.843568, -5.061548, -1.862455], [8.366626, -4.490217, -2.180885], [6.995115, -3.253156, -0.138026], [8.488329, -2.690206, -0.817673], [7.130362, -0.383549, -1.363151], [6.135880, -0.834151, 0.069579], [7.874685, -0.610074, 0.183077], [5.135631, -3.060884, -3.317302], [5.318999, -1.555185, -2.511147], [4.739636, -2.954307, -0.263573], [4.428846, -4.358008, -1.389898], [3.560697, -2.826753, -1.369372], [1.220919, -0.181663, 4.659863], [2.666621, 0.137475, 4.907419], [3.471161, -1.023087, 5.284234], [3.750952, -1.986746, 4.193696], [4.673439, -1.440982, 3.134363], [4.633442, -0.692400, 6.128994], [5.252367, -1.918275, 6.836963], [0.846364, -0.522965, 5.624911], [1.039497, -0.833482, 3.805274], [0.668753, 0.737918, 4.466000], [3.109159, 0.787810, 4.152873], [2.732429, 0.836890, 5.740839], [4.099777, -2.930893, 4.612056], [2.890883, -2.367632, 3.642956], [5.661902, -1.174483, 3.508576], [4.903273, -2.248206, 2.438906], [4.365342, -0.473873, 2.737028], [4.420579, -0.021824, 6.961532], [5.314106, -0.090668, 5.526733], [5.790305, -2.505803, 6.092962], [4.473431, -2.552732, 7.259837], [6.066871, -1.650741, 7.510099], [-6.725639, -1.820895, 5.449166], [-5.564432, -2.664863, 5.109267], [-4.503639, -1.775552, 4.549296], [-3.199382, -2.409899, 4.784888], [-2.100093, -1.394761, 4.540816], [-4.751159, -1.348816, 3.142043], [-4.472533, -2.404880, 2.044028], [-6.404597, -0.914095, 5.961766], [-7.424106, -2.333285, 6.110764], [-7.335489, -1.541521, 4.590023], [-5.221910, -3.218291, 5.983616], [-5.900427, -3.363076, 4.342652], [-3.026400, -2.749545, 5.806078], [-2.982152, -3.289834, 4.179392], [-2.131430, -1.053328, 3.506152], [-2.354114, -0.480389, 5.077004], [-1.063340, -1.627393, 4.783973], [-4.149585, -0.470067, 2.909673], [-5.795484, -1.037456, 3.118626], [-4.883580, -3.394366, 2.244181], [-3.394809, -2.490708, 1.905264], [-4.966724, -2.023231, 1.150605], [0.350582, 1.249527, -2.403453], [0.531567, 0.913022, -0.907916], [-0.135606, -0.337328, -0.551097], [0.366542, -0.989870, 0.667093], [1.749657, -1.612297, 0.382800], [-1.594506, -0.164885, -0.419231], [-2.030412, 0.810178, 0.691004], [0.863552, 2.187444, -2.616203], [-0.671937, 1.454100, -2.720792], [0.710221, 0.413570, -3.003409], [1.603917, 0.773458, -0.771217], [0.266718, 1.758347, -0.272791], [-0.195395, -1.799608, 1.132542], [0.547419, -0.203506, 1.399914], [2.034150, -2.276872, 1.198576], [2.564941, -0.888899, 0.371606], [1.726256, -2.198055, -0.536137], [-1.993040, 0.220784, -1.357591], [-2.121539, -1.111969, -0.303546], [-1.529602, 0.731198, 1.655916], [-1.855021, 1.814198, 0.304669], [-3.093822, 0.841677, 0.928192], [-4.931254, -4.159077, -3.233845], [-3.877047, -3.609608, -4.307024], [-2.809467, -2.838898, -3.630639], [-2.206445, -3.435870, -2.422316], [-1.541659, -4.862945, -2.551791], [-1.819444, -2.370809, -4.577342], [-2.345022, -1.278012, -5.508035], [-5.835450, -4.386905, -3.798328], [-5.191888, -3.419705, -2.476547], [-4.610449, -5.029477, -2.661487], [-3.566046, -4.433678, -4.949121], [-4.441458, -2.858050, -4.859020], [-1.596737, -2.651587, -1.973695], [-3.007820, -3.486011, -1.685177], [-1.250118, -5.221859, -1.564735], [-2.147173, -5.708229, -2.878805], [-0.653682, -4.803658, -3.181136], [-1.442307, -3.194198, -5.183894], [-0.963458, -2.000422, -4.013241], [-2.880476, -1.620767, -6.393431], [-1.462850, -0.754190, -5.876127], [-2.858170, -0.500549, -4.942071], [-4.056879, 3.853266, -0.326912], [-4.692691, 4.528141, -1.555003], [-3.831892, 5.649168, -1.906550], [-4.044100, 6.346331, -3.046004], [-4.772828, 5.994211, -3.958915], [-3.104445, 7.517288, -3.144888], [-2.337582, 7.627470, -2.069457], [-2.348578, 7.396663, -4.234744], [-3.903014, 8.587267, -3.313998], [-4.692472, 3.000903, -0.086883], [-4.055585, 4.538301, 0.520919], [-3.011743, 3.611704, -0.520390], [-5.598778, 5.012776, -1.191369], [-4.894789, 3.924992, -2.440141], [-0.304873, 4.377468, 1.664285], [0.451449, 4.565787, 2.958207], [-0.232653, 5.455441, 3.789484], [0.261997, 6.608777, 4.235564], [1.365543, 7.064503, 3.882507], [-0.788524, 7.355768, 5.131297], [-0.572375, 7.041185, 6.450060], [-0.650611, 8.659353, 5.002569], [-2.084620, 7.070974, 4.835664], [-1.169590, 3.725266, 1.786726], [0.291739, 3.810667, 0.949511], [-0.534972, 5.341673, 1.210993], [1.491751, 4.810055, 2.743277], [0.389093, 3.609381, 3.477330], [-0.262199, 5.281220, -2.059378], [1.058838, 5.040136, -2.672848], [1.665077, 6.257551, -2.980964], [2.898516, 6.256353, -3.558660], [3.545876, 5.239733, -3.671775], [3.463991, 7.680838, -3.962197], [4.747151, 7.869227, -3.652518], [3.328590, 7.750151, -5.247564], [2.750869, 8.664110, -3.453208], [-0.296763, 6.109411, -1.351554], [-0.695337, 4.369250, -1.648518], [-0.913093, 5.424090, -2.921952], [0.929683, 4.377081, -3.528290], [1.761370, 4.625086, -1.950153], [-5.437159, 0.376662, -3.579994], [-5.904974, 0.882911, -2.274749], [-6.498734, 1.939359, -2.132463], [-5.460234, 0.072298, -1.042268], [-4.429840, -0.039660, -3.570590], [-5.449561, 1.168088, -4.329387], [-6.081372, -0.418774, -3.954627], [-4.385980, -0.094459, -1.121406], [-6.110672, -0.793978, -0.921446], [-5.664151, 0.677265, -0.158787], [-2.326194, -5.460743, 1.611407], [-1.065793, -5.609859, 2.393858], [-0.665864, -6.725606, 2.704587], [-0.281753, -4.365281, 2.740216], [-2.737260, -6.395778, 1.230834], [-2.144093, -4.818034, 0.750093], [-3.127241, -5.050032, 2.226012], [0.795087, -4.512348, 2.823243], [-0.603732, -4.014128, 3.720583], [-0.419884, -3.623662, 1.953437], [4.902132, 1.219883, -3.969063], [4.021014, 0.392959, -4.851117], [4.456378, -0.627761, -5.384654], [2.660353, 0.966689, -5.213155], [4.416797, 1.731015, -3.137613], [5.340069, 2.023813, -4.560693], [5.738839, 0.624166, -3.604177], [2.837825, 1.721086, -5.979639], [2.196016, 1.421433, -4.338115], [2.047422, 0.151149, -5.596979]], "atomic_forces_ev_per_a": [[1.1, 0.9, 0.0], [-0.6, 0.4, 1.2], [-0.4, 0.9, -1.1], [-0.9, 0.0, -1.0], [0.9, -1.5, -0.2], [0.5, -1.8, 1.1], [-0.5, 1.5, -0.5], [-0.7, -0.5, -0.1], [-0.3, 0.3, -0.3], [0.2, -0.4, -0.1], [-0.6, -0.2, 0.3], [0.3, 0.5, -0.3], [-0.1, 0.4, 1.0], [0.1, 0.3, 0.0], [-0.2, -0.1, -0.1], [-0.1, -0.2, -0.2], [0.0, -0.1, 0.2], [0.4, 0.0, -0.2], [0.1, 0.0, 0.5], [0.8, -0.4, 0.1], [0.3, 0.1, 0.2], [-0.3, -0.2, -0.6], [-0.2, 0.6, 0.3], [1.0, 0.4, 0.6], [-0.8, -0.6, 0.3], [0.1, 0.4, 0.4], [1.5, 0.0, 0.3], [-0.1, -0.3, 0.2], [0.6, 0.1, -1.7], [-0.3, -0.6, -0.4], [0.0, -0.3, 0.3], [0.0, 0.2, -0.2], [0.2, -0.3, -0.9], [-0.3, -0.2, 0.5], [0.5, 0.2, 0.3], [-0.8, 0.6, 0.4], [0.2, -0.2, 0.5], [-0.4, 0.4, -0.7], [-0.6, -0.4, -0.6], [-1.0, 0.2, -0.2], [0.8, -0.3, 0.0], [-0.1, -0.4, -0.1], [0.1, 0.2, 0.3], [-0.5, 0.2, 0.4], [-1.6, 0.7, 0.8], [0.4, 0.7, -1.4], [0.6, -1.3, 0.6], [1.2, 0.7, -0.3], [-0.1, 1.2, -0.5], [0.0, -1.1, 0.8], [-0.3, 0.7, 0.5], [0.0, 0.0, 0.0], [0.0, -0.1, 0.1], [0.2, 0.1, -0.1], [0.3, 0.2, -0.2], [0.2, -0.6, 0.0], [-0.9, 0.1, 0.2], [-0.3, -0.4, -0.4], [0.3, -0.2, -0.3], [0.0, 0.0, 0.4], [-0.3, -0.5, 0.1], [0.0, 0.1, 0.2], [0.0, 0.0, -0.1], [0.0, 0.1, 0.2], [0.0, -0.1, -0.3], [0.3, -0.2, -0.3], [-0.3, 0.1, 0.6], [0.3, -0.5, -0.7], [-1.8, -0.9, 0.4], [2.5, 0.7, -0.5], [-0.1, -0.1, 0.4], [-0.4, 0.4, 0.1], [-0.1, 0.8, -0.2], [0.4, -0.2, -0.1], [-0.3, -0.2, 0.3], [0.2, 0.2, 0.0], [0.0, -0.1, 0.1], [-0.3, 0.2, 0.2], [-0.9, 0.5, -0.6], [-0.2, -0.1, 0.7], [-0.1, -0.2, 0.1], [-0.1, 0.2, -0.4], [0.0, 0.1, 0.0], [0.1, 0.1, -0.2], [0.5, -0.4, 0.2], [0.3, -0.3, -0.1], [0.2, 0.2, 0.3], [-0.2, -0.5, -0.3], [0.7, 0.4, -1.0], [-1.2, 0.5, 2.8], [0.0, -0.7, 0.2], [-1.2, -0.9, -0.4], [0.2, 1.0, 0.4], [-0.2, 0.0, -0.2], [1.1, 0.4, 0.2], [-0.1, -0.3, 0.2], [0.1, 0.4, -0.2], [0.2, -0.2, -0.4], [0.4, 0.0, -0.1], [0.1, -0.2, -0.5], [0.8, -0.3, -0.3], [-0.2, -0.4, 0.0], [0.4, 0.3, 0.2], [-0.5, 0.5, -0.5], [0.0, -0.1, 0.0], [0.2, -0.3, -0.3], [0.0, 0.2, 0.1], [-0.3, 0.0, 0.3], [0.1, 0.0, -0.3], [-0.5, -0.2, -0.1], [-0.2, 0.5, -0.9], [0.0, 0.9, 0.7], [0.2, 0.9, -0.6], [-1.1, -3.6, -0.5], [1.0, 1.0, 1.6], [-0.8, 0.3, -0.4], [0.1, 0.7, -0.2], [0.3, 0.1, 0.1], [0.7, 0.4, 0.4], [0.4, -0.2, 0.1], [-0.1, 0.1, -0.1], [-0.1, -0.4, 0.0], [-0.4, -0.3, -0.4], [0.1, -0.1, 0.3], [0.0, -0.2, -0.5], [0.5, -1.5, -0.9], [-1.1, 1.4, 1.6], [2.9, 0.4, -2.4], [-3.4, -1.0, 1.7], [-0.3, -0.3, 0.9], [-0.2, 0.1, -1.3], [0.3, 0.2, -0.1], [1.3, -0.2, 0.1], [-0.4, 0.5, 0.2], [0.4, 0.2, 0.0], [-0.3, -0.1, 0.0], [-0.1, 0.4, 0.5], [0.5, 0.0, 0.2], [-1.3, -0.1, -0.7], [1.3, -1.4, 1.3], [1.2, 2.8, -2.0], [0.1, -1.7, 1.7], [-0.4, 1.3, -0.5], [-0.7, -0.9, 1.1], [-0.3, -0.5, 0.2], [0.1, 0.0, -2.4], [-0.3, 0.5, 0.8], [0.0, -0.2, -0.1], [0.4, -0.1, 0.5], [-0.4, 0.8, 0.3], [0.5, 0.1, -0.2], [-0.1, -0.8, 0.0], [0.1, 0.0, -1.4], [0.3, 0.7, 1.6], [0.3, -0.8, -0.3], [-0.8, 1.1, -0.2], [0.0, -0.1, 0.4], [-0.2, 0.1, 0.1], [-0.1, -0.1, 0.1], [-0.2, -0.6, 0.1], [0.5, -0.5, -0.3], [0.1, 0.1, 0.0], [-0.7, 0.1, -0.4], [1.1, -1.9, 0.3], [-0.3, 1.2, -0.1], [0.1, 0.1, -0.2], [0.5, -0.2, 0.2], [-0.2, 0.3, 0.1], [0.1, 0.4, 0.0], [-0.1, -0.5, 0.0], [-0.2, 0.3, -0.1], [-0.3, 0.2, 0.3], [0.6, 0.2, 0.4], [0.6, -1.0, -1.2], [-0.8, 1.3, 0.9], [0.4, -0.6, 0.4], [-0.3, -0.2, 0.0], [0.0, 0.1, -0.3], [-0.1, -0.1, 0.0], [-0.2, 0.1, 0.0], [0.0, 0.1, -0.2], [-0.1, 0.2, -0.1]], "lumo_energy_ev": 0.1, "relative_energy_kcal_mol": 79.2, "homo_energy_ev": -7.93, "total_charge": 0}

***

# 2
{"formula": "BF4H18O9", "method": "ωB97M-V with the def2-TZVPD basis set", "symbols": ["B", "F", "F", "F", "F", "O", "H", "H", "O", "H", "H", "O", "H", "H", "O", "H", "H", "O", "H", "H", "O", "H", "H", "O", "H", "H", "O", "H", "H", "O", "H", "H"], "coordinates": [[-19.395000, -15.103000, -7.981000], [-19.668000, -14.474000, -9.180000], [-19.414000, -16.508000, -8.110000], [-18.201000, -14.627000, -7.432000], [-20.414000, -14.782000, -7.075000], [-20.333000, -11.603000, -9.060000], [-20.450000, -12.527000, -8.858000], [-21.223000, -11.276000, -9.258000], [-16.747000, -12.559000, -6.584000], [-17.192000, -13.339000, -6.910000], [-16.021000, -12.403000, -7.169000], [-16.919000, -16.423000, -5.083000], [-17.570000, -15.701000, -5.048000], [-16.410000, -16.163000, -5.878000], [-20.308000, -17.214000, -5.579000], [-19.613000, -17.914000, -5.557000], [-20.212000, -16.878000, -6.489000], [-18.630000, -14.061000, -11.545000], [-18.917000, -14.342000, -10.678000], [-19.404000, -13.963000, -12.124000], [-22.284000, -12.901000, -7.133000], [-21.536000, -12.377000, -6.889000], [-21.960000, -13.792000, -7.120000], [-16.785000, -17.696000, -8.481000], [-16.684000, -17.345000, -9.366000], [-17.703000, -17.862000, -8.318000], [-18.865000, -14.481000, -4.632000], [-19.089000, -13.737000, -5.173000], [-19.313000, -15.197000, -4.999000], [-15.392000, -15.814000, -7.268000], [-15.815000, -15.041000, -7.621000], [-15.852000, -16.544000, -7.690000]], "atomic_forces_ev_per_a": [[-0.3, -0.1, 0.8], [-0.1, 0.0, -0.4], [0.4, 0.1, -0.4], [0.3, -0.5, -0.5], [-0.3, 0.0, 0.3], [-0.2, 0.9, -0.2], [-0.1, -0.6, 0.0], [0.3, -0.3, 0.2], [-0.2, 0.5, 0.8], [-0.3, -0.3, -0.1], [0.6, 0.2, -0.5], [-0.2, 0.1, -0.5], [0.3, -0.1, 0.4], [0.1, -0.3, 0.5], [0.9, -0.8, -0.3], [-0.7, 0.9, 0.2], [-0.2, -0.1, 0.4], [0.3, 0.2, -1.4], [-0.5, 0.0, 0.3], [0.4, -0.1, 0.7], [-1.4, 0.5, -0.3], [0.7, 0.5, 0.2], [0.4, -0.8, 0.0], [1.1, -0.5, -0.1], [-0.4, 0.0, -0.3], [-0.9, 0.2, 0.0], [1.3, 1.5, 1.7], [-0.1, 0.6, -0.5], [-1.7, -2.1, -1.0], [1.1, 0.2, 0.3], [-0.3, 0.6, -0.2], [-0.3, -0.5, -0.2]], "lumo_energy_ev": 2.7, "relative_energy_kcal_mol": 4.4, "homo_energy_ev": -7.09, "total_charge": -1}